No. 1
Computed, not measured: a cluster of 2 separate species, C6H6Cl2N2OSi2 in total, with wB97M-V/def2-TZVPD.

```
! wB97M-V def2-TZVPD RIJCOSX def2/J DEFGRID3
* xyz 0 1
C -1.8345 0.0492 -2.4556
C -0.3367 -2.4746 0.9161
C 1.8312 -0.6732 -1.3196
C 0.7510 0.2817 3.1072
C 1.3208 0.2723 -2.0561
C -0.4331 0.4248 2.4961
N -2.8097 -0.2913 -2.9020
N 0.3581 -3.3766 0.8539
O -0.7753 1.0746 -0.1154
Si -0.4185 1.0846 -1.6801
Si -1.3290 1.5135 1.3744
Cl -0.9011 2.8802 -2.4913
Cl -3.2813 2.1674 1.2470
H 2.8577 -1.2004 -1.5127
H 1.4500 -1.0976 -0.3874
H 0.8594 -0.7173 3.4100
H 1.5573 0.9718 3.4356
H 1.8129 0.5927 -3.0717
H -0.6795 -1.4816 1.1515
*
```

Its HOMO energy (spin up / spin down) is -0.331 / -0.331 Eh. The HOMO-LUMO gap (spin up / spin down) comes out at 7.91 / 7.91 eV. The value obtained for the lowest unoccupied orbital energy (spin up / spin down) is -1.1 / -1.1 eV. The SMILES is C=C=[Si](Cl)O[Si@](Cl)(C#N)C=C.C#N.

Atomic partial charges in e from the Mulliken method, atoms 1 to 8: atom 1 (C): 0.21, atom 2 (C): 0.44, atom 3 (C): -0.39, atom 4 (C): -0.36, atom 5 (C): -0.08, atom 6 (C): -0.33, atom 7 (N): -0.40, atom 8 (N): -0.41



No. 2
Computed, not measured: the ion C6H6ClO2 with charge -1, with wB97M-V/def2-TZVPD.

```
! wB97M-V def2-TZVPD RIJCOSX def2/J DEFGRID3
* xyz -1 1
C 0.8446 -1.0646 1.0186
C 0.4408 1.6787 -0.7453
C -0.4122 -0.6543 1.2031
C -0.2965 0.6374 -0.8973
C -2.2301 -1.2109 -0.4551
C -1.2899 -0.0203 0.1422
O -1.7261 -1.7991 -1.4037
O -3.3308 -1.3715 0.0297
Cl -2.3220 1.1412 0.9831
H 1.2847 -1.5773 1.9071
H 1.2260 -0.8996 0.0479
H 1.3160 1.9529 -1.2815
H 0.3204 2.3597 0.1167
H -0.9466 -0.8206 2.1792
H -0.0206 -0.0637 -1.7365
*
```

Its HOMO energy is -0.165 Eh. The HOMO-LUMO gap comes out at 8.17 eV. The value obtained for the lowest unoccupied orbital energy is 3.7 eV. The SMILES is C=CC(Cl)(C=C)C(=O)[O-].

Atomic partial charges in e from the Mulliken method, atoms 1 to 8: atom 1 (C): -0.74, atom 2 (C): -0.44, atom 3 (C): -0.66, atom 4 (C): -0.73, atom 5 (C): 0.49, atom 6 (C): 1.10, atom 7 (O): -0.72, atom 8 (O): -0.70



No. 3
Computed, not measured: a structure of composition C6H6CrF12O14S4, with wB97M-V/def2-TZVPD.

```
! wB97M-V def2-TZVPD RIJCOSX def2/J DEFGRID3
* xyz -2 5
Cr -0.3334 -0.0615 -0.2462
C 2.8471 -1.5656 -3.4385
F 3.6102 -1.4254 -4.5122
F 1.8413 -2.4197 -3.7452
F 3.5343 -2.1235 -2.4652
S 2.0942 0.1201 -2.9406
O 1.4983 0.6301 -4.1445
O 1.0654 -0.2765 -1.9283
O 3.1759 0.9111 -2.3926
C -3.7822 0.7456 2.8843
F -2.8535 1.4196 3.5149
F -4.5780 0.1569 3.7876
F -4.5865 1.5748 2.2240
S -3.0622 -0.6026 1.7971
O -4.1621 -1.0819 0.9956
O -2.0584 0.0856 0.9555
O -2.5276 -1.5734 2.7096
C 0.1806 3.4656 1.9996
F -1.0489 3.0625 2.3036
F 0.2863 4.7656 2.3229
F 1.0581 2.7749 2.7094
S 0.5325 3.3032 0.1625
O 1.9760 3.4237 0.0508
O -0.0149 1.9597 -0.1371
O -0.2108 4.3817 -0.4322
C 2.5641 -1.0313 3.1086
F 2.2274 -2.3136 3.3320
F 1.5746 -0.2704 3.6040
F 3.6745 -0.7852 3.7910
S 2.6786 -0.6726 1.2739
O 3.4168 0.5588 1.1630
O 3.3221 -1.8712 0.7454
O 1.2566 -0.5331 0.8793
C -1.1860 -2.2146 -2.0537
C -2.1710 -1.0729 -2.2411
O -1.5485 0.2182 -2.0763
O -0.6334 -2.1059 -0.7186
H -0.3851 -2.2519 -2.7928
H -1.7264 -3.1667 -2.0639
H -3.0008 -1.2286 -1.5448
H -2.5603 -1.0005 -3.2609
H -2.0029 0.8965 -2.5753
H 0.0178 -2.8056 -0.6049
*
```

Its HOMO energy (spin up / spin down) is -0.083 / -0.162 Eh. The HOMO-LUMO gap (spin up / spin down) comes out at 6.44 / 8.57 eV. The value obtained for the lowest unoccupied orbital energy (spin up / spin down) is 4.2 / 4.2 eV.

Atomic partial charges in e from the Mulliken method, atoms 1 to 8: atom 1 (Cr): 0.40, atom 2 (C): 0.59, atom 3 (F): -0.23, atom 4 (F): -0.27, atom 5 (F): -0.21, atom 6 (S): 1.13, atom 7 (O): -0.73, atom 8 (O): 0.05



No. 4
Computed, not measured: a structure of composition C6H6CrO3, with wB97M-V/def2-TZVPD.

```
! wB97M-V def2-TZVPD RIJCOSX def2/J DEFGRID3
* xyz 1 4
C 0.4245 1.9487 2.9704
C 1.1398 0.9007 2.5928
C 1.3167 0.5781 1.1254
C 2.6389 0.0201 0.5959
O 2.5959 -0.1673 -0.7743
Cr 1.7759 0.2659 -2.2562
H 1.0606 0.0510 3.2796
H 1.1723 1.5384 0.6015
H 0.5324 -0.1433 0.8384
H 2.8337 -0.9306 1.1323
H 3.4356 0.7373 0.8794
O -0.3706 2.8216 2.7490
H -1.5848 3.6212 -0.8489
C -1.2350 3.1389 -1.7945
C -0.4649 2.4210 -2.4335
O 0.4236 1.5624 -2.6646
*
```

Its HOMO energy (spin up / spin down) is -0.450 / -0.451 Eh. The HOMO-LUMO gap (spin up / spin down) comes out at 4.45 / 6.27 eV. The value obtained for the lowest unoccupied orbital energy (spin up / spin down) is -7.8 / -6.0 eV.

Atomic partial charges in e from the Mulliken method, atoms 1 to 8: atom 1 (C): 0.54, atom 2 (C): -0.81, atom 3 (C): -0.29, atom 4 (C): -0.19, atom 5 (O): -0.80, atom 6 (Cr): 1.88, atom 7 (H): 0.31, atom 8 (H): 0.28



No. 5
Computed, not measured: a cluster of 2 separate species, C6H6F2N2O2S in total, with wB97M-V/def2-TZVPD.

```
! wB97M-V def2-TZVPD RIJCOSX def2/J DEFGRID3
* xyz 0 1
C -1.4011 1.1466 -0.3477
C -2.6077 1.3278 0.3204
C -3.2187 -0.8459 0.0268
C -1.2208 -0.1942 -0.6505
C 3.2536 0.0317 0.6022
C 1.0632 -1.2646 -0.5903
N -3.4367 0.3026 0.6251
N -2.0505 -1.1021 -0.5634
O 1.5360 1.0583 -1.3043
O 0.8040 0.8752 1.0457
F 1.2440 -2.3408 0.2972
F 1.5951 -1.5915 -1.8071
S 1.5277 0.3272 -0.0522
H -0.5452 1.8937 -0.4955
H -3.0115 2.2112 0.8319
H -4.0119 -1.5729 -0.0657
H 3.6828 0.9989 0.4919
H 3.1105 -0.3621 1.6076
H 3.6872 -0.8991 0.0277
*
```

Its HOMO energy (spin up / spin down) is -0.322 / -0.337 Eh. The HOMO-LUMO gap (spin up / spin down) comes out at 7.83 / 8.54 eV. The value obtained for the lowest unoccupied orbital energy (spin up / spin down) is -0.9 / -0.6 eV.

Atomic partial charges in e from the Mulliken method, atoms 1 to 8: atom 1 (C): -0.28, atom 2 (C): -0.22, atom 3 (C): -0.16, atom 4 (C): 0.70, atom 5 (C): -1.06, atom 6 (C): 0.37, atom 7 (N): -0.52, atom 8 (N): -0.46



No. 6
Computed, not measured: a structure of composition C6H6F3IN2, with wB97M-V/def2-TZVPD.

```
! wB97M-V def2-TZVPD RIJCOSX def2/J DEFGRID3
* xyz 0 1
C -1.1246 -0.7251 0.7600
C -0.6743 1.7691 -0.9128
C 0.1718 -0.0591 1.3576
C -1.8099 0.9037 -0.9317
C 1.0481 -0.2383 0.1274
C 1.3563 -1.7117 -0.0894
N -1.8623 -0.3504 -0.1751
N 0.1632 2.5975 -0.9674
F 2.5550 -1.9809 -0.6206
F 1.1499 -2.4524 0.9495
F 0.5130 -2.1937 -1.0283
I 2.7295 0.9280 0.2035
H -1.4209 -1.7420 1.0808
H 0.1022 1.0566 1.4654
H 0.4603 -0.4915 2.2416
H -2.6950 1.6065 -0.7931
H -1.8414 0.6360 -2.1466
H 1.1791 2.4478 -0.5208
*
```

Its HOMO energy (spin up / spin down) is -0.274 / -0.273 Eh. The HOMO-LUMO gap (spin up / spin down) comes out at 6.92 / 6.92 eV. The value obtained for the lowest unoccupied orbital energy (spin up / spin down) is -0.5 / -0.5 eV.

Atomic partial charges in e from the Mulliken method, atoms 1 to 8: atom 1 (C): -0.05, atom 2 (C): 0.54, atom 3 (C): -0.69, atom 4 (C): -0.50, atom 5 (C): -0.71, atom 6 (C): 0.90, atom 7 (N): -0.36, atom 8 (N): -0.27



No. 7
Computed, not measured: a structure of composition C6H6HgO2, with wB97M-V/def2-TZVPD.

```
! wB97M-V def2-TZVPD RIJCOSX def2/J DEFGRID3
* xyz 2 1
O -0.3860 -1.4381 0.5941
C 0.4976 -0.6755 1.0014
C 0.7365 0.6561 0.4560
C 1.4859 1.5111 1.1850
Hg -1.5632 -2.7204 1.1002
H 1.0514 -0.9708 1.9089
H 1.7395 2.5067 0.8203
H 1.9202 1.1975 2.1349
C -4.1526 -1.7458 -0.4346
O -3.3301 -2.2300 0.1859
C 0.7187 0.5915 -2.0551
C 0.1690 0.9417 -0.8900
H 0.2072 0.8071 -2.9930
H 1.6509 0.0248 -2.1155
H -0.7448 1.5443 -0.8986
*
```

Its HOMO energy is -0.627 Eh. The HOMO-LUMO gap comes out at 5.23 eV. The value obtained for the lowest unoccupied orbital energy is -11.8 eV.

Atomic partial charges in e from the Mulliken method, atoms 1 to 8: atom 1 (O): -0.68, atom 2 (C): 0.23, atom 3 (C): 0.60, atom 4 (C): -0.73, atom 5 (Hg): 1.67, atom 6 (H): 0.35, atom 7 (H): 0.32, atom 8 (H): 0.26



No. 8
Computed, not measured: a cluster of 2 separate species, C6H6I2O in total, with wB97M-V/def2-TZVPD.

```
! wB97M-V def2-TZVPD RIJCOSX def2/J DEFGRID3
* xyz 0 1
C -0.8077 0.3562 1.2092
C -1.1339 -0.8486 0.5637
C 0.4418 0.9014 0.9625
C -0.2914 -1.4700 -0.3113
C 1.3372 0.3114 0.0827
C 0.9369 -0.8748 -0.5769
O 0.2256 1.0429 -2.7598
I -1.6305 0.3766 -2.8456
I 2.4448 -1.9520 -1.7981
H -1.4336 0.8897 1.8713
H -1.9741 -1.5313 0.7236
H 0.8315 1.8129 1.4906
H -0.4736 -2.5069 -0.7978
H 2.2339 0.8791 0.1224
H 0.3197 1.6168 -3.5586
*
```

Its HOMO energy is -0.323 Eh. The HOMO-LUMO gap comes out at 8.18 eV. The value obtained for the lowest unoccupied orbital energy is -0.6 eV. The SMILES is Ic1ccccc1.OI.

Atomic partial charges in e from the Mulliken method, atoms 1 to 8: atom 1 (C): -0.66, atom 2 (C): -0.22, atom 3 (C): -0.22, atom 4 (C): -0.32, atom 5 (C): -0.18, atom 6 (C): -0.10, atom 7 (O): -0.58, atom 8 (I): 0.26



No. 9
Computed, not measured: a cluster of 2 separate species, C6H6IP in total, with wB97M-V/def2-TZVPD.

```
! wB97M-V def2-TZVPD RIJCOSX def2/J DEFGRID3
* xyz 0 1
C -1.6338 -0.0358 0.6209
C -0.4085 -0.7454 0.3226
C -1.7671 1.3667 0.6394
C -0.7994 2.2406 0.1034
C 0.6489 0.0505 0.0279
C 2.3801 -1.5231 -0.8550
P 0.8427 1.6946 -0.3790
I 1.3338 -2.9833 -1.7804
H -2.4399 -0.5269 1.0742
H -0.3769 -1.7815 0.3072
H -2.5927 1.8078 1.0966
H -1.0324 3.2485 0.1919
H 2.8769 -1.9311 0.0714
H 2.9682 -0.8816 -1.4411
*
```

Its HOMO energy (spin up / spin down) is -0.308 / -0.306 Eh. The HOMO-LUMO gap (spin up / spin down) comes out at 8.08 / 8.07 eV. The value obtained for the lowest unoccupied orbital energy (spin up / spin down) is -0.3 / -0.3 eV.

Atomic partial charges in e from the Mulliken method, atoms 1 to 8: atom 1 (C): -0.45, atom 2 (C): -0.28, atom 3 (C): -0.30, atom 4 (C): -0.48, atom 5 (C): 0.09, atom 6 (C): -0.85, atom 7 (P): -0.11, atom 8 (I): 0.13



No. 10
Computed, not measured: the ion C6H6N with charge +1, with wB97M-V/def2-TZVPD.

```
! wB97M-V def2-TZVPD RIJCOSX def2/J DEFGRID3
* xyz 1 1
C 1.5672 -1.5435 0.0166
C 0.3377 -1.4758 -0.0895
C 1.9321 0.9843 -0.0544
C 2.6792 -0.0438 0.1605
C -0.1624 0.0260 -0.0135
C -1.6459 0.0420 0.1073
N 0.5931 1.0248 -0.0669
H 2.4724 1.9843 -0.0200
H 3.6334 -0.2713 0.3848
H -0.5192 -2.1225 -0.1618
H -2.3067 -0.4512 -0.7080
H -1.9424 1.0628 0.5516
H -1.7145 -0.6029 0.9680
*
```

Its HOMO energy (spin up / spin down) is -0.568 / -0.568 Eh. The HOMO-LUMO gap (spin up / spin down) comes out at 7.64 / 7.64 eV. The value obtained for the lowest unoccupied orbital energy (spin up / spin down) is -7.8 / -7.8 eV.

Atomic partial charges in e from the Mulliken method, atoms 1 to 8: atom 1 (C): -0.04, atom 2 (C): -0.42, atom 3 (C): -0.16, atom 4 (C): -0.28, atom 5 (C): 0.99, atom 6 (C): -1.16, atom 7 (N): -0.33, atom 8 (H): 0.35



No. 11
Computed, not measured: a structure of composition C6H6N2, with wB97M-V/def2-TZVPD.

```
! wB97M-V def2-TZVPD RIJCOSX def2/J DEFGRID3
* xyz 0 1
C 0.2542 -0.5547 -0.1148
C 0.5960 0.6710 -0.1923
C -0.4952 1.5860 -0.6373
C -1.6164 0.9906 -0.3732
C -1.2445 -0.5511 0.3241
C 1.8913 0.8278 -0.4045
H 1.9904 -1.1744 0.7202
H 0.7265 -2.4542 0.3943
H -0.5636 2.6328 -0.8135
H -2.7326 1.1394 -0.3620
H -1.1273 -0.3830 1.7000
H -1.8748 -1.5195 0.0193
N 1.0464 -1.6332 0.0218
N 3.1497 0.4225 -0.2821
*
```

Its HOMO energy is -0.314 Eh. The HOMO-LUMO gap comes out at 8.56 eV. The value obtained for the lowest unoccupied orbital energy is 0.0 eV.

Atomic partial charges in e from the Mulliken method, atoms 1 to 8: atom 1 (C): 0.40, atom 2 (C): 0.28, atom 3 (C): -0.90, atom 4 (C): -0.16, atom 5 (C): -0.49, atom 6 (C): 0.30, atom 7 (H): 0.33, atom 8 (H): 0.24



No. 12
Computed, not measured: the molecule C6H6N2, with wB97M-V/def2-TZVPD.

```
! wB97M-V def2-TZVPD RIJCOSX def2/J DEFGRID3
* xyz 0 3
C -0.7663 0.1412 -0.1275
C -0.9083 -1.2004 0.2429
C -1.9640 0.6114 -0.4331
C 0.5789 0.7375 -0.3083
C 0.5528 -1.6084 0.4690
C 1.4018 -0.2908 0.4049
N -3.0579 0.9681 -0.7532
N 0.7556 1.8184 -0.8594
H 0.3793 -1.9722 1.4403
H 0.8822 -2.3986 -0.2181
H 2.4557 -0.4951 -0.0971
H 1.6675 -0.0458 1.4329
H -3.6065 1.5647 -0.2358
H 1.6293 2.1700 -0.9575
*
```

Its HOMO energy (spin up / spin down) is -0.235 / -0.346 Eh. The HOMO-LUMO gap (spin up / spin down) comes out at 7.35 / 8.30 eV. The value obtained for the lowest unoccupied orbital energy (spin up / spin down) is 1.0 / -1.1 eV.

Atomic partial charges in e from the Mulliken method, atoms 1 to 8: atom 1 (C): 0.09, atom 2 (C): -0.76, atom 3 (C): 0.76, atom 4 (C): 0.39, atom 5 (C): -0.41, atom 6 (C): -0.49, atom 7 (N): -0.53, atom 8 (N): -0.67



Number 1: strongest force on any atom 0.084 hartree/bohr, M 249.2 g mol⁻¹. Number 2: strongest force on any atom 0.081 hartree/bohr, M 145.6 g mol⁻¹. Number 3: strongest force on any atom 0.047 hartree/bohr, M 710.3 g mol⁻¹. Number 4: strongest force on any atom 0.103 hartree/bohr, M 178.1 g mol⁻¹. Number 5: strongest force on any atom 0.068 hartree/bohr, M 208.2 g mol⁻¹. Number 6: strongest force on any atom 0.086 hartree/bohr, M 290.0 g mol⁻¹. Number 7: strongest force on any atom 0.115 hartree/bohr, M 310.7 g mol⁻¹. Number 8: strongest force on any atom 0.059 hartree/bohr, M 347.9 g mol⁻¹. Number 9: strongest force on any atom 0.083 hartree/bohr, M 236.0 g mol⁻¹. Number 10: strongest force on any atom 0.127 hartree/bohr, M 92.1 g mol⁻¹. Number 11: strongest force on any atom 0.312 hartree/bohr, M 106.1 g mol⁻¹. Number 12: strongest force on any atom 0.075 hartree/bohr, M 106.1 g mol⁻¹.